A structure of composition C16H32F8NO18PRb2S2, computed with the ωB97M-V functional and the def2-TZVPD basis.

Geometry as XYZ:
```
80
Properties=species:S:1:pos:R:3:forces:R:3
Rb -1.683015 1.694523 3.451548 0.039 0.093 -0.921
Rb -0.827391 -2.474794 3.167250 -0.205 0.285 -0.343
N -2.192701 -4.726523 2.135213 0.897 -1.007 -3.766
S -2.145714 -5.965915 3.013782 -0.228 -1.855 6.989
O -1.166511 -7.000965 2.821216 -0.739 -0.030 -1.519
O -3.381782 -6.281806 3.691026 0.639 -0.079 -1.428
F -1.360312 -5.233940 4.265982 0.055 0.614 0.352
S -1.676080 -5.375071 0.678237 -0.800 3.538 -2.161
O -2.491821 -6.417208 0.153874 0.800 -0.852 0.706
O -0.253735 -5.258135 0.439642 -1.316 -0.684 0.719
F -2.273611 -4.147671 -0.138328 0.568 0.111 0.058
C 0.434522 1.226123 -1.197645 -1.164 -0.345 2.182
C 0.073310 0.596335 -2.399157 1.265 0.776 -1.790
C -1.058390 -0.392930 -2.391640 -1.460 -1.605 -2.657
O -1.517872 -0.929377 -3.458251 1.400 0.931 0.588
C -1.632284 -0.768150 -1.210159 -0.213 0.716 2.100
C -1.309574 -0.186852 0.035466 0.132 -1.091 -0.827
C -0.213487 0.934516 0.033494 0.703 0.021 -2.308
O 0.062277 1.569280 1.089013 -0.495 0.306 1.768
O -1.826425 -0.630391 1.093527 0.704 0.959 0.878
O 0.693975 0.879044 -3.444351 -0.813 -0.595 0.460
H 1.182748 2.000462 -1.305102 0.086 0.037 0.387
H -2.435159 -1.488498 -1.274701 0.021 -0.105 0.232
P -3.618797 -0.755147 5.122380 -2.046 0.220 0.033
F -4.390645 0.694485 5.135339 0.707 0.169 1.046
F -3.354062 -0.431925 3.551505 0.298 -0.721 -0.234
F -2.174566 -0.008997 5.429590 0.051 -0.546 0.278
F -2.967650 -2.215576 4.947237 0.935 0.240 0.107
F -3.786702 -1.012412 6.715092 0.091 0.542 -0.649
F -5.045978 -1.408826 4.822299 -0.079 -0.174 -0.055
C -2.148328 5.587924 -1.557153 -0.684 0.473 0.368
C -1.448429 4.270422 -1.267333 0.698 1.461 -0.618
O -1.562531 3.959049 0.102581 -0.326 -0.566 -0.123
O -3.575682 5.572595 -1.366713 -0.043 -0.217 -0.524
H -1.970181 5.895874 -2.587855 -0.097 -0.315 -0.142
H -1.813791 6.443564 -0.961528 0.678 -0.353 0.245
H -0.390082 4.444615 -1.508258 0.021 -0.029 -0.002
H -1.776523 3.524595 -1.997445 -0.400 -0.334 0.516
H -1.096193 3.115790 0.211051 0.102 0.037 0.317
H -3.768492 5.652027 -0.431063 0.202 -0.199 0.105
C -0.614329 -5.815700 -4.364628 0.322 0.527 -0.649
C -1.234326 -4.492865 -3.945677 -1.335 -0.215 0.859
O -1.031824 -3.415887 -4.818539 0.287 -0.324 -0.396
O 0.771850 -5.791193 -4.048314 0.043 -0.576 -0.118
H -0.745878 -6.048860 -5.433627 0.002 0.597 -0.119
H -1.118067 -6.674916 -3.915176 0.289 0.229 0.744
H -0.851933 -4.233920 -2.950341 0.193 -0.229 0.015
H -2.311944 -4.660888 -3.767458 -0.001 0.017 -0.238
H -1.192915 -2.589901 -4.320862 0.063 0.146 -0.092
H 1.061840 -4.881408 -4.201516 -0.091 0.062 -0.117
C 2.532647 7.231367 -0.591628 1.247 0.356 0.167
C 2.783539 5.981159 0.241525 0.541 -1.764 -0.341
O 2.141756 4.827728 -0.267730 -1.009 0.531 -0.643
O 2.748297 7.053338 -1.972845 -0.697 -0.118 -0.682
H 3.311558 7.942736 -0.270592 -0.346 0.128 0.487
H 1.572485 7.736059 -0.491258 -0.177 -0.467 0.119
H 2.601473 6.089591 1.315295 -0.220 0.476 -0.040
H 3.846098 5.713125 0.129910 0.310 0.698 0.233
H 2.161855 4.067702 0.331486 0.224 0.319 0.377
H 3.667552 6.886147 -2.186559 0.108 -0.167 0.334
C 2.964680 2.631973 3.111072 0.460 2.052 -0.342
C 4.107085 1.632156 3.097351 -1.548 -0.518 -1.302
O 3.622272 0.422801 3.701604 0.813 0.296 0.531
O 2.317981 2.876796 1.859728 -0.371 -0.945 0.982
H 3.394790 3.621453 3.310982 0.171 -0.108 0.421
H 2.260143 2.450781 3.924987 -0.055 -0.361 -0.071
H 5.006531 2.095563 3.501370 0.091 -0.475 0.510
H 4.247420 1.409298 2.033980 0.445 0.199 0.006
H 4.370704 -0.177321 3.791996 -0.164 -0.085 -0.054
H 1.462200 2.393570 1.875136 0.136 -0.123 -1.052
C 1.407865 -2.660854 -1.260237 1.076 -1.664 1.377
C 2.173961 -2.312278 -2.521572 -1.065 1.237 0.629
O 2.081969 -3.364251 -3.440246 0.593 -0.675 -0.008
O 1.979054 -3.926619 -0.771796 0.091 -0.247 -0.640
H 0.345119 -2.853400 -1.415911 -0.002 0.626 -0.090
H 1.661983 -2.072596 -0.370618 -0.726 1.165 -0.777
H 3.189164 -2.002358 -2.238211 0.158 -0.443 -0.244
H 1.696995 -1.433130 -2.965871 0.129 -0.095 -0.132
H 2.240910 -4.173156 -2.920130 0.031 0.258 0.038
H 1.257105 -4.431956 -0.384740 -0.001 -0.145 -0.049
```
Positions in Å, forces in eV/Å.

Results
Charge: -2
Frontier orbital gap (eV): 5.152
Max |F| (eV Å⁻¹): 7.23
LUMO level (eV): 2.7
E_HOMO (eV): -2.471

---

A structure of composition C16H32O32S8, computed with the ωB97M-V functional and the def2-TZVPD basis.

Geometry as XYZ:
```
88
Properties=species:S:1:pos:R:3:forces:R:3
C 4.214772 -2.548855 -6.122615 0.922 -2.599 1.777
C 4.609762 -2.462765 -4.596825 -1.979 0.573 -1.351
O 5.146232 -1.144365 -4.424045 0.840 1.532 -1.144
S 5.128432 -0.186345 -5.806935 2.274 0.485 0.875
O 6.447672 -0.192015 -6.467255 -3.518 -0.244 1.480
O 4.584682 1.192365 -5.480325 0.438 -4.842 -0.967
O 4.083422 -1.262635 -6.546045 0.084 4.021 -0.962
H 3.272822 -3.076435 -6.272605 -0.163 0.298 0.216
H 4.948792 -3.164945 -6.641995 0.361 0.602 -0.446
H 5.228552 -3.304045 -4.284665 0.324 0.604 0.122
H 3.653632 -2.411355 -4.075995 0.236 -0.447 0.541
C 1.342632 0.872325 -5.025795 -0.846 0.703 -0.157
C 1.507362 2.435615 -4.968825 -0.168 -1.640 0.909
O 0.975732 2.965355 -6.139295 0.574 -1.401 -1.833
S 1.045742 1.735045 -7.288565 -0.651 0.905 -3.820
O 2.471282 1.504835 -7.604835 -2.958 0.466 1.266
O 0.078012 1.934625 -8.375795 2.531 -0.626 3.823
O 0.597462 0.619595 -6.177785 0.319 0.818 -2.293
H 0.707572 0.303035 -4.347045 0.472 0.502 1.214
H 2.280882 0.333165 -5.156585 0.807 -0.037 0.388
H 2.539582 2.749235 -4.813065 0.133 0.204 0.041
H 0.864792 2.813445 -4.173565 -0.085 0.116 0.538
C 0.150592 -2.710495 7.418905 -0.137 0.520 -0.542
C -0.880038 -1.712245 6.866555 1.229 -0.259 0.859
O -0.727338 -1.826715 5.444705 0.159 -0.251 -1.461
S 0.751552 -2.476995 4.915815 0.554 4.017 2.358
O 1.569422 -1.532235 4.126485 -2.125 -1.288 2.495
O 0.607942 -3.725995 4.328575 -0.995 -2.201 -0.657
O 1.226862 -2.608715 6.474135 1.298 0.292 -1.403
H -0.122438 -3.765695 7.429455 -0.513 0.179 0.186
H 0.500372 -2.364775 8.391645 0.252 -0.261 -0.154
H -0.672398 -0.704035 7.225025 0.806 0.227 -0.546
H -1.850788 -1.820225 7.350395 -0.578 -0.954 -1.225
C 0.796942 -0.108545 1.107725 -0.208 1.470 0.918
C -0.340208 -1.012485 0.567845 -0.892 2.267 1.114
O -0.045458 -1.270345 -0.793355 1.596 -0.210 -1.729
S 1.053022 -0.177415 -1.348155 0.189 -0.540 2.312
O 0.388832 1.053525 -1.680085 0.183 -0.588 -0.070
O 1.962762 -0.717065 -2.327015 -0.999 0.055 1.007
O 1.759982 -0.046475 0.124915 2.228 -1.149 -4.647
H 1.340962 -0.357415 2.018885 -0.538 -0.505 0.040
H 0.601852 0.963845 1.103565 -1.636 -0.079 1.195
H -1.209328 -0.358655 0.495555 -0.329 -0.167 0.530
H -0.581788 -1.844185 1.229685 0.444 -0.557 -0.834
C 3.394932 4.493735 0.088295 -1.736 -1.137 1.026
C 2.664002 3.081965 0.238855 1.748 2.079 -0.782
O 3.681012 2.471485 1.019745 -0.060 -2.097 0.240
S 4.046202 3.337465 2.314655 0.387 -0.782 -2.020
O 5.365872 3.084295 2.765365 -0.063 0.474 -0.722
O 3.002832 3.087535 3.225275 -1.285 1.038 0.832
O 3.950542 4.690795 1.439625 -0.104 0.483 0.169
H 2.643582 5.261925 -0.094615 0.392 0.266 0.105
H 4.173312 4.469055 -0.674355 0.133 0.045 0.377
H 2.571562 2.578655 -0.723555 0.259 -0.145 0.216
H 1.667082 3.178015 0.668985 0.189 -0.184 0.555
C -2.356958 4.938645 2.528175 0.377 -0.814 -0.347
C -0.824838 5.330995 2.462585 -1.566 0.276 -0.801
O -0.625228 5.384985 1.017065 1.671 0.760 -0.697
S -1.522428 4.396025 0.156655 -0.340 -1.115 1.909
O -1.045928 3.044195 0.434915 -0.761 1.555 -0.543
O -1.689578 4.783175 -1.234625 0.024 0.003 2.921
O -2.800578 4.731615 1.172205 0.597 -0.827 -2.290
H -3.110568 5.654575 2.856215 0.683 0.192 0.547
H -2.438158 3.986765 3.052985 -0.245 0.132 0.136
H -0.132908 4.638615 2.942115 -0.280 -0.329 -0.322
H -0.637328 6.316855 2.888045 -0.002 0.061 -0.489
C -5.277928 -2.564505 2.585685 0.587 0.274 -2.925
C -4.173698 -1.608275 1.874155 0.288 -3.435 0.187
O -4.196548 -0.528375 2.652165 -0.889 4.995 2.518
S -5.727428 -0.042815 2.933375 -1.947 -0.632 -0.784
O -6.374968 0.441165 1.675255 2.050 -1.177 3.514
O -5.866308 0.689935 4.193885 0.680 -1.699 -2.975
O -6.178118 -1.668945 3.131035 -0.887 2.978 1.285
H -4.922048 -3.306585 3.300375 0.296 0.408 0.070
H -5.837758 -3.044755 1.783155 0.234 -0.513 0.079
H -4.341908 -1.300125 0.842235 -0.285 -0.643 -0.241
H -3.166558 -1.980045 2.062735 -0.093 -0.559 -0.656
C -4.384478 -4.317885 -0.497905 1.142 -0.432 -2.214
C -2.991798 -3.834565 -1.067125 0.278 -0.243 2.332
O -2.210188 -3.829385 0.205865 -0.014 -0.210 -0.742
S -2.615008 -5.081085 1.173085 1.405 1.547 0.144
O -2.320188 -4.662125 2.545965 -1.353 -0.914 -2.761
O -1.943858 -6.242735 0.624765 -1.980 1.122 0.764
O -4.263888 -4.891985 0.804565 2.113 -0.072 0.557
H -4.692428 -5.133035 -1.152725 -0.681 0.371 -0.016
H -4.958518 -3.396285 -0.594015 -0.834 -0.587 0.925
H -3.016058 -2.808795 -1.434945 -0.081 0.042 0.437
H -2.527928 -4.411695 -1.867025 0.021 -0.569 0.517
```
Positions in Å, forces in eV/Å.

Results
Charge: +1
Relative energy (zero: lowest compared OMol25 entry of this formula, charge and spin) (kcal/mol): 0.0
Frontier orbital gap (alpha / beta) (eV): 9.407 / 2.458
2S+1: 2
<S²>: 0.760
Max |F| (eV Å⁻¹): 5.66
LUMO level (alpha / beta) (eV): -3.4 / -10.3
E_HOMO (alpha / beta) (eV): -12.761 / -12.761

---

A structure of composition C16H32O3PSc, computed with the ωB97M-V functional and the def2-TZVPD basis.

Geometry as XYZ:
```
53
Properties=species:S:1:pos:R:3:forces:R:3
C -2.683395 0.100730 0.307794 1.276 0.124 0.472
H -2.811413 0.221527 1.414488 -0.509 0.251 -0.501
H -3.320892 0.742052 -0.306822 -0.016 0.147 0.494
H 1.088545 1.256699 1.292724 1.042 -1.960 1.603
C -2.846272 -1.363406 -0.113038 0.000 -0.203 -0.382
H -1.965151 -1.671041 -0.676560 0.325 -0.244 -0.263
H -2.881518 -2.088337 0.714817 -0.277 0.436 0.011
C -4.054112 -1.546299 -1.046062 -0.199 -0.214 0.317
H -4.296556 -2.606418 -1.185039 0.144 0.227 -0.127
H -4.937316 -1.071884 -0.608213 0.082 -0.048 -0.049
H -3.875091 -1.083141 -2.022622 -0.053 -0.122 0.226
C 1.599368 0.423371 -1.339972 -0.715 -0.302 0.986
C 0.910970 -0.581997 -2.057483 -0.362 0.370 0.180
C -0.307859 -0.033640 -2.521996 0.206 0.423 0.430
C -0.379590 1.317296 -2.078166 0.484 -0.019 0.795
C 0.806489 1.602246 -1.331545 -0.765 -0.269 -0.113
C 1.220097 2.917801 -0.780304 0.173 0.823 -0.443
C -1.399878 2.311515 -2.470278 -0.825 0.481 -0.350
C -1.215845 -0.647470 -3.517832 -0.553 -0.451 -0.247
C 1.493929 -1.871446 -2.479930 0.262 -1.024 -0.009
C 2.975882 0.318353 -0.817993 0.981 -0.021 0.183
Sc -0.550242 0.617881 0.393130 -2.709 -0.399 -5.302
H -1.629595 3.017819 -1.663514 -0.013 -0.021 -0.115
H -1.091965 2.919346 -3.336733 0.062 -0.204 0.256
H -2.342934 1.831071 -2.757614 0.176 0.087 0.114
H 0.408169 3.650927 -0.822618 0.095 -0.065 0.006
H 1.524708 2.842755 0.263484 0.318 0.218 0.497
H 2.080065 3.374962 -1.315936 -0.396 -0.297 0.306
H 3.344188 -0.713626 -0.827306 -0.090 0.212 0.047
H 3.673558 0.911770 -1.427588 -0.109 -0.121 0.167
H 3.059028 0.691899 0.212611 0.246 0.037 -0.184
H 0.751109 -2.591727 -2.833546 0.002 0.211 0.072
H 2.218203 -1.757856 -3.296399 -0.133 0.175 0.099
H 2.032071 -2.370382 -1.669999 0.015 0.052 -0.003
H -2.267834 -0.570541 -3.239923 0.039 0.146 0.019
H -1.123319 -0.181577 -4.506358 0.107 0.098 0.204
H -1.023800 -1.709423 -3.667532 0.092 0.029 0.089
C 0.480337 1.876792 4.136925 -0.018 0.897 0.404
O 0.863733 0.499187 3.826689 0.482 -0.132 -1.952
P 1.103624 0.027604 2.337982 -0.150 -2.113 1.944
O 2.291375 -1.006773 2.382765 -2.669 1.455 -1.305
C 3.336546 -1.032003 3.362807 1.716 0.003 0.995
O -0.248920 -0.873867 1.867592 2.981 1.569 0.974
C -0.464943 -2.192506 2.585219 0.338 -0.051 0.047
H -0.329662 2.234120 3.479298 0.164 -0.298 0.301
H 1.357132 2.545953 4.025493 -0.463 -0.511 0.219
H 0.136341 1.825854 5.178777 0.126 0.215 -0.472
H 4.105781 -1.690527 2.937830 -0.300 0.292 0.157
H 3.742601 -0.022616 3.486945 -0.001 -0.298 0.053
H 3.002706 -1.435424 4.332179 -0.189 0.198 -0.565
H -0.140012 -2.067900 3.633439 -0.223 -0.092 -0.570
H -1.535283 -2.348479 2.503799 0.054 -0.021 0.040
H 0.116841 -2.949224 2.042132 -0.250 0.322 0.245
```
Positions in Å, forces in eV/Å.

Results
Charge: +2
Relative energy (zero: lowest compared OMol25 entry of this formula, charge and spin) (kcal/mol): 105.2
Frontier orbital gap (alpha / beta) (eV): 5.375 / 5.376
Max |F| (eV Å⁻¹): 5.97
LUMO level (alpha / beta) (eV): -8.4 / -8.4
E_HOMO (alpha / beta) (eV): -13.777 / -13.778